(1)
{"formula": "C52H46N4O3P2STl", "method": "wB97M-V/def2-TZVPD", "elements": ["Tl", "O", "C", "C", "C", "C", "C", "C", "C", "N", "N", "C", "O", "C", "C", "C", "C", "C", "C", "H", "H", "H", "H", "H", "H", "H", "H", "H", "H", "O", "S", "C", "C", "C", "C", "C", "C", "P", "C", "C", "C", "C", "C", "C", "C", "C", "C", "C", "C", "C", "C", "C", "C", "C", "C", "C", "P", "C", "C", "C", "C", "C", "C", "C", "C", "C", "C", "C", "C", "H", "H", "H", "H", "H", "H", "H", "H", "H", "H", "H", "H", "H", "H", "H", "H", "H", "H", "H", "H", "H", "H", "H", "H", "H", "H", "H", "H", "N", "C", "C", "N", "H", "H", "H", "H", "H", "H", "H", "H"], "coordinates": [[-2.02, 0.76, 0.07], [-2.76, -1.92, 1.13], [-2.22, -2.86, 1.68], [-2.36, -4.20, 1.11], [-1.81, -5.28, 1.69], [-1.04, -5.18, 2.91], [-0.85, -3.99, 3.50], [-1.41, -2.76, 2.96], [-1.16, -1.64, 3.67], [-1.53, -0.33, 3.31], [-1.25, 0.45, 4.22], [-1.57, 1.84, 3.88], [-1.93, 2.15, 2.77], [-1.44, 2.77, 5.02], [-1.72, 4.12, 4.79], [-1.59, 5.03, 5.82], [-1.19, 4.60, 7.08], [-0.93, 3.26, 7.32], [-1.05, 2.34, 6.28], [-2.95, -4.25, 0.21], [-1.95, -6.26, 1.25], [-0.62, -6.08, 3.34], [-0.27, -3.91, 4.41], [-0.61, -1.70, 4.61], [-2.05, 4.43, 3.81], [-1.81, 6.08, 5.65], [-1.10, 5.31, 7.89], [-0.63, 2.93, 8.30], [-0.83, 1.29, 6.46], [-0.05, 3.49, -2.23], [0.09, 2.02, -2.07], [1.85, 1.78, -1.86], [2.70, 2.25, -2.86], [4.05, 2.40, -2.60], [4.54, 2.13, -1.33], [3.69, 1.66, -0.34], [2.34, 1.43, -0.59], [1.23, 0.58, 0.61], [1.70, 1.34, 2.20], [1.58, 2.73, 2.33], [1.84, 3.35, 3.55], [2.20, 2.58, 4.65], [2.30, 1.20, 4.53], [2.05, 0.59, 3.31], [1.89, -1.12, 0.68], [0.95, -2.13, 0.48], [1.34, -3.46, 0.42], [2.67, -3.80, 0.57], [3.62, -2.81, 0.80], [3.23, -1.47, 0.85], [-0.27, 1.34, -3.70], [-0.47, 2.25, -4.72], [-0.96, 1.81, -5.94], [-1.28, 0.47, -6.11], [-1.08, -0.43, -5.08], [-0.55, -0.02, -3.86], [-0.06, -1.16, -2.50], [-1.29, -2.50, -2.64], [-2.65, -2.18, -2.63], [-3.61, -3.17, -2.64], [-3.23, -4.51, -2.65], [-1.88, -4.84, -2.65], [-0.91, -3.84, -2.63], [1.45, -1.88, -3.26], [2.68, -1.56, -2.70], [3.86, -2.03, -3.28], [3.81, -2.82, -4.41], [2.58, -3.15, -4.98], [1.41, -2.68, -4.41], [2.29, 2.53, -3.83], [4.71, 2.76, -3.37], [5.58, 2.30, -1.10], [4.08, 1.47, 0.66], [1.31, 3.34, 1.47], [1.75, 4.42, 3.64], [2.40, 3.06, 5.60], [2.59, 0.61, 5.39], [2.15, -0.49, 3.22], [-0.09, -1.86, 0.30], [0.59, -4.23, 0.23], [2.98, -4.84, 0.52], [4.66, -3.07, 0.92], [3.98, -0.72, 1.01], [-0.28, 3.31, -4.53], [-1.11, 2.52, -6.75], [-1.69, 0.13, -7.05], [-1.34, -1.48, -5.22], [-2.95, -1.14, -2.64], [-4.66, -2.91, -2.64], [-3.98, -5.29, -2.67], [-1.57, -5.88, -2.67], [0.14, -4.11, -2.64], [2.73, -0.95, -1.82], [4.81, -1.77, -2.83], [4.72, -3.19, -4.86], [2.54, -3.77, -5.86], [0.46, -2.94, -4.86], [-1.90, 3.60, 0.02], [-2.85, 4.21, -0.92], [-4.01, 3.29, -1.27], [-3.52, 2.11, -2.00], [-2.11, 3.87, 0.98], [-0.97, 3.92, -0.21], [-2.31, 4.46, -1.83], [-3.26, 5.15, -0.53], [-4.75, 3.86, -1.83], [-4.50, 2.95, -0.35], [-3.03, 2.40, -2.84], [-4.29, 1.53, -2.29]], "e_above_lowest_kj_mol": 136.0, "orbital_gap_ev": 6.1, "multiplicity": 1, "total_energy_ev": -100873.7731, "charge": 1}

=====

(2)
{"formula": "C52H46O4P3RuSTe", "method": "wB97M-V/def2-TZVPD", "elements": ["Ru", "O", "S", "C", "C", "C", "C", "C", "C", "C", "C", "C", "C", "P", "C", "C", "C", "C", "C", "C", "C", "C", "C", "C", "C", "C", "C", "C", "C", "C", "C", "C", "C", "C", "C", "C", "C", "C", "P", "C", "C", "C", "C", "C", "C", "C", "C", "C", "C", "C", "C", "C", "C", "H", "H", "H", "H", "H", "H", "H", "H", "H", "H", "H", "H", "H", "H", "H", "H", "H", "H", "H", "H", "H", "H", "H", "H", "H", "H", "H", "H", "H", "H", "H", "H", "H", "H", "H", "H", "C", "C", "O", "P", "O", "Te", "O", "C", "C", "H", "H", "H", "H", "H", "H", "H", "H", "H", "H"], "coordinates": [[-0.09, 0.08, -0.95], [2.03, 0.31, 0.00], [0.94, 0.16, 1.00], [1.21, -1.18, 2.08], [1.77, -0.87, 3.32], [2.08, -1.83, 4.28], [1.85, -3.15, 3.96], [2.05, -4.39, 4.77], [1.77, -5.55, 3.79], [1.36, -4.88, 2.51], [1.05, -5.41, 1.28], [0.77, -4.51, 0.25], [0.77, -3.13, 0.39], [0.51, -2.24, -1.14], [1.93, -2.61, -2.18], [3.18, -2.15, -1.76], [4.32, -2.54, -2.43], [4.23, -3.39, -3.53], [2.99, -3.85, -3.95], [1.84, -3.47, -3.28], [-0.98, -2.88, -1.95], [-1.22, -2.49, -3.28], [-2.41, -2.84, -3.90], [-3.37, -3.57, -3.20], [-3.13, -3.94, -1.88], [-1.94, -3.60, -1.26], [1.07, -2.55, 1.66], [1.39, -3.48, 2.67], [0.70, 1.63, 1.90], [0.22, 1.61, 3.21], [0.29, 2.73, 4.05], [0.91, 3.86, 3.56], [1.24, 5.16, 4.22], [1.86, 6.03, 3.10], [1.82, 5.17, 1.87], [2.16, 5.43, 0.57], [1.85, 4.45, -0.39], [1.35, 3.19, -0.07], [0.57, 2.29, -1.41], [-0.55, 3.45, -2.22], [-0.47, 3.73, -3.58], [-1.35, 4.65, -4.15], [-2.30, 5.27, -3.36], [-2.37, 5.00, -1.99], [-1.50, 4.09, -1.43], [1.68, 1.58, -2.64], [1.10, 0.82, -3.66], [1.90, 0.18, -4.59], [3.28, 0.32, -4.51], [3.86, 1.07, -3.50], [3.06, 1.69, -2.55], [1.13, 2.85, 1.30], [1.29, 3.91, 2.21], [2.00, 0.16, 3.56], [2.51, -1.53, 5.23], [1.37, -4.40, 5.62], [3.06, -4.43, 5.18], [0.99, -6.22, 4.15], [2.66, -6.17, 3.63], [1.04, -6.47, 1.10], [0.58, -4.93, -0.74], [3.26, -1.49, -0.90], [5.29, -2.19, -2.09], [5.13, -3.70, -4.04], [2.92, -4.52, -4.79], [0.89, -3.86, -3.61], [-0.47, -1.93, -3.83], [-2.58, -2.56, -4.93], [-4.29, -3.85, -3.68], [-3.87, -4.52, -1.35], [-1.77, -3.88, -0.23], [-0.20, 0.69, 3.60], [-0.08, 2.66, 5.06], [1.94, 5.00, 5.05], [0.35, 5.62, 4.65], [2.89, 6.33, 3.33], [1.30, 6.96, 2.95], [2.57, 6.38, 0.26], [1.98, 4.71, -1.43], [0.28, 3.26, -4.20], [-1.28, 4.87, -5.20], [-2.98, 5.99, -3.80], [-3.11, 5.50, -1.38], [-1.55, 3.89, -0.36], [0.01, 0.78, -3.77], [1.46, -0.39, -5.40], [3.91, -0.16, -5.25], [4.93, 1.17, -3.45], [3.51, 2.27, -1.75], [-4.36, 1.97, 2.86], [-3.40, 2.19, 1.73], [-2.50, 1.05, 1.55], [-2.81, -0.26, 0.76], [-1.83, -1.34, 0.97], [-2.55, 0.38, -1.65], [-4.33, -0.58, 0.93], [-4.84, -1.90, 1.37], [-6.33, -1.80, 1.47], [-4.77, 2.93, 3.18], [-3.85, 1.53, 3.72], [-5.19, 1.32, 2.58], [-2.72, 3.02, 1.92], [-3.90, 2.38, 0.77], [-4.36, -2.12, 2.33], [-4.51, -2.63, 0.63], [-6.63, -1.01, 2.16], [-6.72, -2.74, 1.85], [-6.78, -1.61, 0.50]], "orbital_gap_ev": [5.2, 5.2], "multiplicity": 1, "total_energy_ev": -111415.7913, "charge": 3}

=====

(3)
{"formula": "C52H47N9O6P2Se2Y", "method": "wB97M-V/def2-TZVPD", "elements": ["Y", "O", "C", "C", "C", "N", "C", "C", "C", "O", "O", "C", "O", "O", "H", "H", "H", "Se", "P", "C", "C", "C", "C", "C", "C", "C", "C", "C", "C", "C", "C", "C", "C", "N", "N", "N", "P", "Se", "C", "C", "C", "C", "C", "C", "C", "C", "C", "C", "C", "C", "H", "H", "H", "H", "H", "H", "H", "H", "H", "H", "H", "H", "H", "H", "H", "H", "H", "H", "H", "H", "N", "C", "C", "C", "C", "C", "C", "C", "C", "C", "C", "C", "C", "H", "H", "H", "H", "H", "H", "H", "H", "H", "H", "C", "N", "C", "N", "O", "H", "H", "H", "H", "H", "H", "C", "C", "C", "C", "N", "N", "C", "H", "H", "H", "H", "H", "H", "H", "H"], "coordinates": [[0.49, 1.88, -1.17], [1.22, 8.39, -0.70], [1.04, 7.05, -0.74], [0.88, 6.29, 0.42], [0.70, 4.93, 0.29], [0.69, 4.33, -0.90], [0.81, 5.05, -2.01], [0.99, 6.42, -1.98], [0.64, 4.26, -3.31], [0.87, 4.82, -4.37], [0.24, 3.06, -3.11], [0.40, 4.02, 1.48], [0.61, 4.46, 2.61], [-0.04, 2.88, 1.15], [1.21, 8.68, 0.21], [0.88, 6.73, 1.41], [1.08, 6.97, -2.91], [-3.45, -0.15, 4.56], [-2.28, -1.52, 3.49], [-0.98, -2.23, 4.53], [0.10, -1.42, 4.88], [1.07, -1.89, 5.75], [0.97, -3.17, 6.29], [-0.11, -3.97, 5.95], [-1.08, -3.51, 5.08], [-3.19, -2.96, 2.85], [-2.50, -3.93, 2.12], [-3.18, -5.01, 1.59], [-4.56, -5.12, 1.77], [-5.25, -4.15, 2.49], [-4.56, -3.07, 3.03], [-1.37, -0.89, 2.07], [-1.62, 0.01, 1.02], [-0.46, 0.13, 0.35], [0.42, -0.67, 0.91], [-0.09, -1.30, 1.93], [-3.02, 0.72, 0.14], [-2.50, 2.50, -0.90], [-3.53, -0.59, -1.01], [-4.05, -0.24, -2.25], [-4.43, -1.22, -3.15], [-4.29, -2.56, -2.82], [-3.77, -2.92, -1.58], [-3.39, -1.94, -0.68], [-4.43, 1.00, 1.24], [-5.49, 0.10, 1.30], [-6.56, 0.37, 2.14], [-6.57, 1.52, 2.91], [-5.51, 2.42, 2.84], [-4.44, 2.16, 2.01], [0.18, -0.43, 4.46], [1.90, -1.26, 6.01], [1.73, -3.53, 6.96], [-0.20, -4.97, 6.37], [-1.92, -4.14, 4.83], [-1.43, -3.82, 1.96], [-2.65, -5.76, 1.02], [-5.09, -5.96, 1.34], [-6.32, -4.23, 2.62], [-5.08, -2.30, 3.59], [-4.12, 0.81, -2.52], [-4.82, -0.94, -4.12], [-4.57, -3.33, -3.53], [-3.64, -3.96, -1.32], [-2.95, -2.22, 0.26], [-5.49, -0.79, 0.70], [-7.39, -0.32, 2.19], [-7.41, 1.73, 3.57], [-5.52, 3.31, 3.44], [-3.61, 2.85, 1.94], [2.80, 1.93, -2.05], [3.04, 1.84, -3.44], [3.73, 2.86, -4.08], [3.97, 2.82, -5.44], [3.52, 1.73, -6.17], [2.83, 0.71, -5.53], [2.58, 0.73, -4.16], [1.78, -0.39, -3.57], [2.03, -1.66, -4.09], [1.21, -2.74, -3.78], [0.11, -2.52, -2.96], [-0.08, -1.27, -2.40], [0.75, -0.15, -2.63], [3.25, 2.75, -1.65], [3.17, 1.11, -1.54], [4.06, 3.71, -3.50], [4.48, 3.64, -5.93], [3.68, 1.69, -7.24], [2.44, -0.11, -6.12], [2.88, -1.82, -4.74], [1.42, -3.72, -4.18], [-0.58, -3.33, -2.74], [-0.93, -1.16, -1.72], [5.10, 1.56, 1.21], [3.96, 1.54, 2.11], [2.68, 1.69, 1.69], [1.72, 1.61, 2.66], [2.41, 1.89, 0.50], [5.83, 2.30, 1.53], [4.74, 1.81, 0.22], [5.57, 0.58, 1.15], [4.11, 1.31, 3.07], [2.00, 1.89, 3.58], [0.84, 2.03, 2.34], [2.31, -3.91, -0.39], [3.20, -2.78, -0.74], [4.38, -2.72, -1.46], [4.71, -1.35, -1.50], [3.82, -0.64, -0.82], [2.92, -1.52, -0.37], [5.83, -0.67, -2.22], [2.86, -4.85, -0.35], [1.51, -4.00, -1.13], [1.84, -3.75, 0.59], [4.90, -3.54, -1.91], [2.09, -1.18, 0.13], [6.80, -1.12, -1.98], [5.86, 0.38, -1.96], [5.69, -0.74, -3.30]], "e_above_lowest_kj_mol": 0.0, "orbital_gap_ev": 7.3, "multiplicity": 1, "total_energy_ev": -230707.7864, "charge": -1}

=====

(4)
{"formula": "C52H48CdCl3N7O6Te", "method": "wB97M-V/def2-TZVPD", "elements": ["Cd", "C", "C", "C", "C", "C", "O", "C", "C", "C", "C", "C", "C", "C", "O", "C", "C", "C", "N", "C", "C", "Te", "C", "C", "C", "C", "C", "C", "C", "C", "C", "C", "C", "C", "H", "H", "H", "H", "H", "H", "H", "H", "H", "H", "H", "H", "H", "H", "H", "H", "H", "H", "H", "H", "H", "H", "H", "H", "O", "N", "N", "C", "C", "N", "C", "C", "N", "H", "H", "H", "H", "H", "Cl", "C", "Cl", "Cl", "C", "O", "O", "C", "C", "C", "C", "C", "C", "C", "C", "C", "C", "H", "H", "H", "H", "H", "H", "H", "N", "C", "C", "C", "N", "C", "C", "H", "H", "H", "H", "H", "H", "C", "C", "O", "H", "H", "H", "H", "H", "H"], "coordinates": [[0.71, -0.92, -0.54], [0.00, 5.28, 3.72], [-0.22, 4.08, 2.84], [-1.43, 3.40, 2.82], [-1.64, 2.29, 2.01], [-3.02, 1.75, 1.97], [-3.61, 1.48, 3.01], [-3.74, 1.68, 0.67], [-4.99, 1.07, 0.62], [-5.71, 1.07, -0.56], [-5.20, 1.68, -1.69], [-3.95, 2.28, -1.65], [-3.22, 2.28, -0.47], [-0.59, 1.71, 1.25], [-0.74, 0.59, 0.58], [0.61, 2.46, 1.24], [0.78, 3.60, 2.01], [1.69, 1.96, 0.36], [2.39, 0.93, 0.64], [2.31, 0.40, 2.00], [3.44, 1.03, 2.79], [3.61, 0.22, 4.76], [1.65, 0.82, 5.26], [0.64, -0.12, 5.40], [-0.65, 0.28, 5.71], [-0.94, 1.63, 5.86], [0.07, 2.58, 5.71], [1.36, 2.17, 5.42], [1.92, 2.63, -0.95], [0.97, 3.50, -1.48], [1.19, 4.10, -2.71], [2.36, 3.85, -3.41], [3.31, 2.98, -2.88], [3.09, 2.38, -1.66], [-0.92, 5.60, 4.19], [0.40, 6.12, 3.15], [0.72, 5.06, 4.51], [-2.26, 3.76, 3.42], [-5.38, 0.61, 1.52], [-6.69, 0.59, -0.59], [-5.76, 1.68, -2.62], [-3.54, 2.76, -2.53], [-2.25, 2.75, -0.43], [1.73, 4.13, 1.95], [2.43, -0.68, 1.97], [1.35, 0.62, 2.48], [3.30, 2.10, 2.88], [4.40, 0.85, 2.30], [0.86, -1.18, 5.26], [-1.43, -0.45, 5.82], [-1.95, 1.95, 6.09], [-0.15, 3.63, 5.83], [2.15, 2.91, 5.31], [0.06, 3.70, -0.93], [0.44, 4.78, -3.12], [2.52, 4.32, -4.37], [4.22, 2.78, -3.43], [3.83, 1.71, -1.23], [-0.61, 0.72, -2.80], [-0.91, -0.22, -2.09], [-2.61, -2.57, 4.12], [-1.85, -2.95, 3.07], [-1.04, -2.03, 2.35], [-0.31, -2.42, 1.32], [-0.35, -3.73, 1.00], [-1.14, -4.61, 1.71], [-1.90, -4.24, 2.73], [-2.81, -1.59, 4.27], [-3.26, -3.25, 4.48], [-1.00, -0.99, 2.64], [0.23, -4.04, 0.15], [-1.16, -5.66, 1.44], [-0.50, -5.69, -1.76], [0.03, -4.65, -3.10], [1.56, -5.29, -3.77], [-1.22, -4.65, -4.34], [0.34, -3.19, -2.61], [0.06, -2.28, -3.37], [0.84, -3.13, -1.45], [-4.39, -1.01, -5.95], [-3.30, -0.12, -5.84], [-2.54, -0.06, -4.70], [-2.84, -0.90, -3.60], [-2.12, -0.93, -2.37], [-2.47, -1.78, -1.35], [-3.56, -2.66, -1.47], [-4.26, -2.67, -2.64], [-3.93, -1.80, -3.72], [-4.69, -1.84, -4.91], [-4.97, -1.04, -6.86], [-3.06, 0.52, -6.67], [-1.72, 0.62, -4.65], [-1.90, -1.74, -0.43], [-3.82, -3.32, -0.66], [-5.09, -3.35, -2.77], [-5.51, -2.54, -4.98], [5.98, -0.11, -4.24], [4.87, -0.30, -3.47], [3.58, -0.17, -4.00], [2.49, -0.35, -3.18], [2.59, -0.64, -1.88], [3.82, -0.75, -1.37], [4.97, -0.59, -2.11], [5.88, -0.07, -5.24], [6.88, -0.39, -3.89], [3.44, 0.07, -5.05], [1.50, -0.26, -3.58], [3.88, -0.97, -0.31], [5.93, -0.70, -1.63], [4.41, -3.57, 1.75], [2.90, -3.41, 1.72], [2.47, -2.65, 0.59], [4.72, -4.11, 2.64], [4.89, -2.59, 1.76], [4.76, -4.11, 0.87], [2.56, -2.86, 2.60], [2.40, -4.38, 1.72], [2.33, -3.22, -0.18]], "e_above_lowest_kj_mol": 0.0, "orbital_gap_ev": 6.3, "multiplicity": 1, "total_energy_ev": -126844.1361}